C23H43B4BeCaCl5F7N2O13S as an isolated structure at a distorted geometry, computed with wB97M-V/def2-TZVPD.

Properties
M = 990.3 u
Kohn-Sham gap = 2.31 eV
electronic energy = -168150.7570 eV
lowest unoccupied orbital energy = -6.269 eV
highest occupied orbital energy = -8.576 eV
charge = +1

Each line ends with the Mulliken charge.
CARTESIAN COORDINATES (ANGSTROEM)
C: 6.33724 -1.24904 -2.55314  -1.400
C: 5.32413 -0.19558 -3.04354  -0.754
O: 4.54148 0.19741 -1.97156  -0.356
B: 4.33721 1.56369 -1.97200  0.326
O: 5.35598 2.47512 -2.29623  -0.762
B: 2.80879 2.16326 -1.61020  0.650
O: 2.40270 2.43512 -0.25791  -1.514
B: 1.01854 2.07783 -0.05652  0.201
O: 0.11220 2.09978 -1.09606  0.512
B: 0.76829 1.63912 -2.23383  -0.545
C: 0.33806 0.42018 -3.08650  -0.139
C: -0.09859 -0.73381 -2.15791  -0.395
C: 0.52415 -2.06178 -2.54010  0.079
F: 1.20978 -2.19313 -3.67397  -0.246
C: 0.40817 -3.08617 -1.73226  0.403
F: -0.37929 -3.01306 -0.68594  -0.207
F: 1.05956 -4.21126 -1.92074  -0.250
O: 1.93786 2.36104 -2.56807  0.047
H: 6.81660 -1.78784 -3.36523  0.425
H: 5.76180 -1.90390 -1.90516  0.363
H: 7.05091 -0.76258 -1.89123  0.387
H: 5.89862 0.63628 -3.47433  0.216
H: 4.75975 -0.67892 -3.86047  0.835
H: 5.06065 3.04777 -3.02547  0.351
H: 0.59047 1.73978 0.99292  -0.138
H: -0.47112 0.77684 -3.72293  0.414
H: 1.17761 0.16689 -3.72490  0.049
H: 0.18422 -0.56947 -1.11728  0.011
H: -1.17943 -0.85354 -2.15980  0.561
O: -4.34168 4.38981 -0.16568  -0.397
C: -3.50063 3.69149 -0.70937  0.043
C: -4.14989 1.99942 -0.78384  0.587
O: -3.29943 1.29907 -1.32769  -0.397
H: -2.52149 3.56891 -0.20892  -0.089
H: -3.24082 3.92994 -1.75866  0.358
H: -5.12969 2.10290 -1.28831  0.331
H: -4.42513 1.78596 0.26915  -0.406
C: 2.14898 0.59150 -7.37762  -0.785
C: 1.08854 1.22185 -6.51213  0.888
O: 0.28759 0.52241 -5.91746  -0.614
C: 1.11235 2.70174 -6.41868  -1.227
H: 2.03423 -0.49175 -7.35694  0.174
H: 2.04583 0.93798 -8.40490  0.368
H: 3.13684 0.85596 -6.99860  0.168
H: 0.98258 3.14921 -7.40100  0.450
H: 2.07122 3.03027 -6.00322  0.288
H: 0.30469 3.04203 -5.76088  0.268
Ca: 6.16043 1.44017 -4.90191  1.512
F: 3.49906 3.22742 -6.91174  -0.758
Cl: -2.90015 3.49155 2.50999  -0.152
C: -3.43887 2.45539 3.86024  -0.431
C: -3.57557 1.00461 3.46649  -0.336
Cl: -4.91674 0.70509 2.32908  -0.302
H: -4.37447 2.85940 4.23402  0.282
H: -2.68991 2.54293 4.64543  0.340
H: -3.78198 0.41260 4.35561  0.160
H: -2.66645 0.62753 3.00330  0.426
Be: 3.55206 3.08185 0.97768  1.067
C: 5.39117 0.27204 7.66893  -1.108
C: 4.19793 -0.18562 6.85947  -0.206
O: 3.79824 0.82382 5.90475  -0.296
C: 4.49212 0.87442 4.78796  0.257
O: 5.41061 0.17574 4.49142  -0.503
C: 3.91385 1.96074 3.86990  0.917
F: 3.66649 3.09073 4.51797  -0.252
F: 2.75206 1.56298 3.31288  -0.210
F: 4.75438 2.25560 2.85851  -0.156
H: 5.18315 1.22968 8.14644  0.308
H: 5.63159 -0.46075 8.43744  0.375
H: 6.26762 0.40997 7.03662  0.316
H: 3.34144 -0.33770 7.51160  0.313
H: 4.39281 -1.12959 6.35275  0.323
C: -6.30792 -1.55039 7.75318  -0.597
C: -6.57295 -1.85840 6.27320  -0.603
C: -7.25298 -0.62644 5.66252  -0.527
S: -6.68795 0.78452 6.61997  1.007
O: -7.80884 1.34847 7.31904  -0.669
O: -5.81711 1.59740 5.80462  -0.532
C: -5.70132 -0.15093 7.78436  -0.679
H: -5.64248 -2.28349 8.20627  0.343
H: -7.24884 -1.56123 8.30675  0.305
H: -5.62412 -2.04555 5.76505  0.274
H: -7.18944 -2.74701 6.15002  0.328
H: -6.97663 -0.48298 4.62026  0.240
H: -8.33578 -0.67874 5.75459  0.372
H: -5.74692 0.31970 8.76350  0.404
H: -4.67440 -0.15841 7.41883  0.328
C: 3.20518 -3.03054 -9.65720  0.013
Cl: 2.56236 -1.60214 -10.45812  -0.097
Cl: 4.79273 -3.44748 -10.30359  -0.123
Cl: 3.29327 -2.77876 -7.90709  -0.102
H: 2.53380 -3.85752 -9.84423  0.306
C: -3.62968 -5.98358 -2.11900  0.582
O: -4.76089 -6.40602 -2.24311  -0.623
N: -3.13076 -4.97052 -2.89751  -0.303
N: -2.75348 -6.48384 -1.18890  -0.328
H: -2.20150 -4.60824 -2.81125  0.137
H: -3.74297 -4.58075 -3.58882  0.184
H: -3.08487 -7.22595 -0.60284  0.202
H: -1.81678 -6.15053 -1.07024  0.147

Atoms 1-3, force components in eV/Å:
-0.39 0.82 0.27
1.24 -2.66 0.33
0.20 1.08 -1.20

=====

A 5-piece molecular cluster, C23H43BrO8 overall, computed with wB97M-V/def2-TZVPD.

Properties
M = 527.5 u
Kohn-Sham gap = 8.62 eV
electronic energy = -110969.4814 eV
lowest unoccupied orbital energy = -1.081 eV
highest occupied orbital energy = -9.701 eV

Each line ends with the Mulliken charge.
CARTESIAN COORDINATES (ANGSTROEM)
C: 0.13159 3.14099 -3.08788  -0.552
C: -0.15735 3.71705 -1.73068  0.572
O: 0.68777 4.15872 -0.99277  -0.614
O: -1.46945 3.69564 -1.42339  -0.338
C: -1.79300 3.88627 -0.03305  -0.898
C: -1.45447 2.63474 0.79352  -0.034
C: -2.70423 1.85739 1.22874  -0.896
C: -2.48245 0.34836 1.48632  -1.567
C: -1.49747 -0.33152 0.57041  0.631
C: -1.53247 -0.33062 -0.77578  0.716
C: -2.63551 0.30637 -1.57668  -0.189
C: -3.11385 -0.53438 -2.79307  -0.256
C: -2.77103 0.09253 -4.13183  -1.214
Br: -5.05431 -0.79635 -2.66595  -0.177
C: -0.38871 -0.94283 -1.51256  0.368
O: -0.08087 -0.57336 -2.63022  -0.472
C: 0.38583 -2.00328 -0.82159  -1.083
C: 0.39003 -2.05464 0.51049  -0.702
C: -0.35152 -1.01404 1.25841  0.238
O: -0.01582 -0.70395 2.38337  -0.626
H: 1.03066 2.52918 -3.02383  0.337
H: 0.31601 3.95250 -3.79555  0.266
H: -0.69854 2.55153 -3.47463  0.086
H: -1.29754 4.77534 0.35624  0.346
H: -2.86651 4.08363 -0.03386  0.443
H: -0.88746 2.94302 1.67259  0.442
H: -0.81500 2.01463 0.16577  0.097
H: -3.06155 2.28759 2.16941  0.597
H: -3.52393 2.00729 0.52283  0.523
H: -3.44591 -0.16061 1.36511  0.310
H: -2.17724 0.17403 2.51405  0.445
H: -2.29873 1.27584 -1.96002  -0.075
H: -3.49005 0.49536 -0.93424  0.532
H: -2.69105 -1.53494 -2.71570  0.531
H: -3.32717 -0.40382 -4.92986  0.511
H: -3.03096 1.15237 -4.13816  0.320
H: -1.71270 -0.02518 -4.34993  0.149
H: 0.93971 -2.68624 -1.45546  0.514
H: 0.94414 -2.84063 1.01181  0.626
C: 5.12497 -4.53015 0.46591  -1.135
C: 3.88953 -4.09732 1.23133  0.106
O: 2.83142 -5.04901 1.10173  -0.551
H: 4.88820 -4.66206 -0.59037  0.336
H: 5.92347 -3.79328 0.56098  0.291
H: 5.49696 -5.48484 0.84477  0.317
H: 3.50835 -3.15335 0.84240  0.318
H: 4.12730 -3.95741 2.28939  0.040
H: 3.15179 -5.88206 1.46034  0.315
C: 0.74420 2.96329 -6.97219  -1.040
C: 0.11207 1.65772 -6.52735  -0.188
O: -1.26391 1.81141 -6.18802  -0.436
H: 0.64986 3.71752 -6.19068  0.226
H: 1.80201 2.82806 -7.20129  0.327
H: 0.24809 3.34850 -7.86618  0.350
H: 0.59864 1.28173 -5.62728  0.184
H: 0.21827 0.89809 -7.30896  0.398
H: -1.73056 2.13034 -6.96683  0.243
C: -4.35978 0.09188 6.62989  -1.083
C: -4.30454 -0.36801 5.18571  -0.268
O: -4.02987 0.70571 4.28873  -0.426
H: -5.11834 0.86528 6.75283  0.264
H: -4.59535 -0.73895 7.29616  0.356
H: -3.40019 0.51396 6.93764  0.342
H: -5.26601 -0.77524 4.87633  0.312
H: -3.55039 -1.15331 5.06414  0.240
H: -3.17712 1.07921 4.53465  0.280
C: 5.31646 -2.00969 4.56837  -0.814
C: 6.82216 -1.98450 4.39005  -0.283
O: 7.19790 -2.09865 3.01928  -0.502
H: 4.90742 -2.93078 4.15392  0.048
H: 5.03970 -1.94718 5.62148  0.356
H: 4.85125 -1.17290 4.04200  0.312
H: 7.28327 -2.83036 4.89783  0.282
H: 7.24406 -1.06718 4.81396  0.284
H: 6.81978 -1.35046 2.54695  0.295

Atoms 1-3, force components in eV/Å:
-0.20 0.01 -0.21
0.27 0.22 0.04
-0.16 -0.18 0.03